{
  "formula": "C20H34F11MnNO6SbSi3Te",
  "method": "ωB97M-V/def2-TZVPD",
  "orbital_gap_ev": [6.405, 6.943],
  "multiplicity": 5,
  "e_lumo_ev": [-2.298, -2.435],
  "relative_energy_kcal_mol": 130.33,
  "total_charge": 0,
  "symbols": ["Mn", "O", "C", "O", "C", "C", "C", "C", "C", "N", "C", "O", "O", "H", "H", "H", "H", "C", "C", "O", "C", "F", "F", "F", "C", "F", "F", "F", "H", "H", "H", "F", "Te", "F", "F", "F", "F", "O", "C", "Si", "C", "C", "Sb", "Si", "C", "C", "C", "Si", "C", "C", "C", "H", "H", "H", "H", "H", "H", "H", "H", "H", "H", "H", "H", "H", "H", "H", "H", "H", "H", "H", "H", "H", "H", "H", "H", "H", "H", "H"],
  "coordinates": [[-0.203072, -1.491381, -0.758502], [-1.524832, -3.121886, 2.761293], [-1.360044, -2.468493, 1.602591], [-0.167042, -2.142837, 1.240393], [-2.456606, -2.070511, 0.820945], [-3.815928, -2.457430, 0.926480], [-4.673917, -2.187377, -0.103988], [-4.197163, -1.580844, -1.293458], [-2.879357, -1.204861, -1.339482], [-2.059323, -1.319853, -0.279091], [-2.127192, -0.652931, -2.533228], [-2.681349, -0.221677, -3.514561], [-0.846268, -0.638305, -2.293856], [-0.652321, -3.383654, 3.090977], [-4.121231, -2.999176, 1.807201], [-5.711470, -2.478329, -0.048458], [-4.817642, -1.451296, -2.164759], [3.469819, -0.826689, -1.638613], [2.898201, -2.102775, -0.996850], [1.547250, -2.220134, -1.155788], [3.620547, -3.320687, -1.622976], [3.040113, -3.616671, -2.782597], [3.652331, -4.396705, -0.846880], [4.906834, -3.035887, -1.897629], [3.157498, -2.059270, 0.526419], [4.440733, -1.868742, 0.851780], [2.493264, -0.979612, 1.032882], [2.722402, -3.105007, 1.206625], [3.330270, -0.892208, -2.716172], [4.527746, -0.718527, -1.412075], [2.910075, 0.028245, -1.262819], [1.028529, -1.968949, -3.520732], [0.209198, -3.568496, -2.644885], [1.093824, -4.335695, -4.149895], [-1.154300, -2.963604, -3.890562], [1.255165, -4.853582, -1.603648], [-0.861006, -5.160309, -2.827714], [-0.814088, -3.137176, -1.243626], [1.683146, 4.195544, 0.437298], [2.008623, 2.425840, -0.209829], [2.090804, 2.461989, -2.128731], [3.605553, 1.958524, 0.753394], [-0.029585, 0.745085, 0.277386], [-1.991068, 2.448822, -0.521214], [-1.768593, 4.210582, 0.234031], [-2.002406, 2.652191, -2.422283], [-3.573790, 1.727658, 0.295023], [-0.219487, 0.758508, 2.938650], [-2.011077, 0.337019, 3.494351], [1.084610, -0.403080, 3.718214], [0.167511, 2.558238, 3.477244], [2.623299, 4.737351, 0.435399], [1.310046, 4.206570, 1.452147], [0.990675, 4.750560, -0.178783], [3.102518, 2.358096, -2.507046], [1.702116, 3.399319, -2.511704], [1.491438, 1.655979, -2.550436], [4.488572, 2.271498, 0.203371], [3.711349, 0.902577, 0.964689], [3.623364, 2.481290, 1.704956], [-1.265485, 4.879012, -0.453448], [-1.214995, 4.206301, 1.162907], [-2.746349, 4.633747, 0.432265], [-0.998050, 2.583203, -2.832678], [-2.419548, 3.611637, -2.714516], [-2.592553, 1.879354, -2.906505], [-3.711376, 2.123840, 1.296552], [-3.519023, 0.647411, 0.369247], [-4.462236, 1.969968, -0.277497], [-2.365100, -0.583323, 3.038698], [-2.706539, 1.129050, 3.230910], [-2.057573, 0.205757, 4.572092], [1.125337, -1.338791, 3.172326], [0.856126, -0.626780, 4.755148], [2.075307, 0.039463, 3.683647], [-0.407633, 3.281222, 2.912411], [1.217695, 2.794054, 3.353064], [-0.075273, 2.698039, 4.524506]],
  "forces_ev_per_angstrom": [[3.1, -0.2, 0.7], [-0.7, 0.4, -1.2], [5.7, 0.2, 1.8], [-3.6, -1.6, 1.8], [-3.1, 1.5, -3.2], [2.0, 0.0, 0.8], [-0.2, 0.8, -1.7], [-0.6, -0.8, 1.2], [0.8, 0.4, 0.7], [-3.4, -1.9, 1.9], [0.9, 0.6, -0.3], [-0.5, -0.3, 0.1], [-1.4, 1.3, -1.9], [0.1, 0.1, -0.1], [-0.1, -0.1, 0.1], [-0.1, -0.1, 0.1], [-0.1, 0.0, -0.1], [-0.2, -0.3, 0.1], [0.5, 0.3, 0.2], [-0.3, -0.5, 0.2], [0.3, 0.0, -0.1], [0.5, 0.0, -0.1], [-0.1, -0.2, 0.1], [0.2, 0.2, 0.0], [0.0, 0.5, 0.2], [0.3, -0.1, -0.2], [0.0, -0.1, 0.0], [-0.2, -0.4, 0.0], [-0.1, 0.0, 0.0], [0.0, 0.1, 0.0], [0.0, -0.1, 0.0], [-0.5, -1.4, 1.1], [1.1, -3.4, -5.7], [-0.4, 0.3, 0.9], [0.7, -0.3, 1.0], [-0.8, 1.4, -0.7], [0.4, 0.8, 0.3], [-0.8, -0.4, 0.8], [-0.2, -0.7, -0.4], [0.3, 0.4, 0.2], [0.0, -0.3, 0.7], [-0.6, -0.2, -0.5], [0.4, 3.6, 1.3], [0.0, 0.4, 0.2], [0.1, -0.9, -0.3], [-0.1, -0.4, 0.7], [0.6, 0.1, -0.5], [0.2, 0.5, 0.2], [0.8, 0.0, -0.4], [-0.6, 0.3, -0.5], [-0.2, -0.8, -0.2], [0.3, 0.0, -0.1], [-0.1, -0.1, 0.3], [-0.2, 0.1, -0.2], [0.2, -0.1, 0.0], [-0.2, 0.2, 0.1], [0.0, -0.1, -0.1], [0.1, 0.1, -0.2], [0.0, -0.2, -0.1], [-0.2, 0.2, 0.2], [0.2, 0.1, -0.2], [0.1, 0.0, 0.2], [-0.3, 0.0, 0.0], [0.2, 0.0, 0.0], [-0.1, 0.3, 0.2], [0.0, -0.1, 0.0], [0.1, 0.1, 0.2], [-0.1, -0.1, 0.1], [-0.2, 0.1, -0.2], [-0.1, -0.1, 0.0], [0.0, 0.1, -0.1], [0.1, 0.0, 0.2], [0.1, -0.2, -0.1], [-0.2, 0.1, 0.3], [0.1, 0.1, -0.1], [-0.2, 0.1, -0.1], [0.3, 0.0, -0.1], [-0.1, 0.0, 0.3]],
  "lowdin_charge": [0.54, 0.17, -0.39, -0.07, -0.15, 0.05, 0.01, 0.08, -0.15, -0.01, -0.58, 0.10, -0.20, 0.15, 0.13, 0.12, 0.14, 0.04, -0.39, -0.31, -0.57, 0.12, 0.17, 0.15, -0.55, 0.17, 0.05, 0.19, 0.11, 0.10, 0.04, -0.36, 1.97, -0.35, -0.37, -0.35, -0.40, -0.52, -0.21, 0.46, -0.22, -0.20, 1.10, 0.51, -0.21, -0.18, -0.21, 0.47, -0.19, -0.20, -0.22, 0.03, 0.00, 0.01, 0.03, 0.02, 0.02, 0.03, -0.01, 0.02, 0.02, -0.01, 0.03, 0.02, 0.03, 0.01, 0.02, -0.02, 0.03, 0.00, 0.02, 0.03, -0.01, 0.03, 0.03, 0.00, 0.02, 0.03]
}

{
  "formula": "C20H34F3O8PS3",
  "method": "ωB97M-V/def2-TZVPD",
  "orbital_gap_ev": 7.426,
  "multiplicity": 1,
  "e_lumo_ev": -1.189,
  "smiles": "CC(C)CCC1=C([PH2]=S)C(=O)C=C(CCC(F)(F)F)C1=O.CCOS(C)(=O)=O.CCOS(C)(=O)=O",
  "relative_energy_kcal_mol": 68.63,
  "total_charge": 0,
  "symbols": ["C", "C", "C", "C", "C", "C", "C", "P", "S", "C", "O", "C", "C", "C", "C", "C", "F", "F", "F", "C", "O", "H", "H", "H", "H", "H", "H", "H", "H", "H", "H", "H", "H", "H", "H", "H", "H", "H", "H", "C", "C", "O", "S", "C", "O", "O", "H", "H", "H", "H", "H", "H", "H", "H", "C", "C", "O", "S", "C", "O", "O", "H", "H", "H", "H", "H", "H", "H", "H"],
  "coordinates": [[1.807622, -1.668238, 1.347071], [1.960691, -0.621756, 0.155324], [0.861661, -0.862115, -1.027039], [2.033133, 0.911327, 0.605146], [1.185754, 1.273881, 1.907671], [-0.385376, 1.187627, 1.723889], [-1.178971, 1.973550, 0.872109], [-0.415536, 3.266081, -0.255998], [-0.662912, 2.617603, -2.106133], [-2.765604, 1.739758, 0.884401], [-3.583335, 2.666333, 0.881350], [-3.198266, 0.199445, 0.951840], [-2.393742, -0.605324, 1.803621], [-2.718854, -2.164784, 1.896792], [-2.867417, -2.683415, 0.368415], [-2.335800, -4.158547, 0.148396], [-2.595189, -5.014700, 1.217083], [-0.944112, -4.059279, -0.130021], [-2.915965, -4.638825, -1.057282], [-1.181280, 0.092477, 2.588680], [-0.854185, -0.195952, 3.748261], [0.914516, -1.497198, 2.026411], [2.734832, -1.786792, 1.995911], [1.634563, -2.694014, 0.854799], [2.970015, -0.853326, -0.345129], [0.376628, 0.145482, -1.212817], [0.152650, -1.661926, -0.644538], [1.409114, -1.267576, -1.949254], [3.133317, 1.117154, 0.869572], [1.810371, 1.563373, -0.303057], [1.529834, 0.651341, 2.792773], [1.426015, 2.371159, 2.156147], [-1.219310, 4.460567, -0.153722], [0.968392, 3.492279, 0.016617], [-4.074191, -0.221740, 0.369842], [-3.664701, -2.324124, 2.499060], [-1.863443, -2.745433, 2.391087], [-2.243404, -2.009111, -0.316041], [-3.953374, -2.526989, 0.082624], [9.293246, 0.338476, 0.742063], [8.223854, -0.419242, -0.024158], [7.531441, -1.354363, 0.808193], [6.490692, -0.782313, 1.902972], [5.772335, -2.329360, 2.375707], [5.492866, 0.008179, 1.232066], [7.229241, -0.273640, 3.027984], [8.853609, 0.967606, 1.517784], [9.865003, 0.985513, 0.073890], [9.975546, -0.355992, 1.237514], [7.515402, 0.266952, -0.497109], [8.697193, -0.994405, -0.822338], [5.233043, -2.748157, 1.527814], [5.085320, -2.132575, 3.199154], [6.564553, -2.999230, 2.707314], [-7.108260, 0.474222, -4.450079], [-5.820388, 1.275926, -4.512818], [-5.837034, 2.384837, -3.610275], [-5.698890, 2.088046, -2.027856], [-5.488622, 3.760256, -1.490386], [-4.476282, 1.366181, -1.792625], [-6.964928, 1.616368, -1.530380], [-7.234410, 0.003692, -3.473572], [-7.110654, -0.316671, -5.202884], [-7.972605, 1.122771, -4.610213], [-4.950132, 0.641680, -4.320726], [-5.704551, 1.686200, -5.517934], [-4.549655, 4.146921, -1.882599], [-5.466848, 3.752325, -0.400587], [-6.334225, 4.351523, -1.839778]],
  "forces_ev_per_angstrom": [[-0.1, -0.8, -0.6], [0.5, -0.2, -0.7], [1.0, -0.1, 1.2], [0.9, -0.6, 0.3], [-0.4, 1.1, -0.3], [-1.2, 0.1, -0.7], [1.0, -1.0, 2.2], [-1.7, -1.0, -1.5], [0.3, 0.2, 0.5], [-0.9, 0.2, -0.3], [2.3, -2.2, -0.1], [2.7, -0.4, 2.1], [-1.5, 1.3, -1.4], [1.1, 0.4, -0.4], [0.1, 0.4, 0.7], [-0.3, 1.3, -1.3], [0.8, 1.3, -2.5], [-2.6, -0.9, 1.1], [1.2, 0.2, 2.7], [0.2, -0.5, 0.4], [-0.8, 0.6, -3.2], [1.0, 0.0, -0.8], [-1.1, 0.5, -0.8], [0.3, 1.4, 0.8], [-1.3, 0.4, 0.9], [0.2, -1.5, -0.2], [0.5, 1.1, -0.7], [-1.0, 0.7, 1.2], [-1.6, -0.2, -0.2], [0.0, -0.8, 1.2], [-0.6, 0.7, -1.2], [-0.3, -1.6, -0.2], [0.9, -0.5, 0.7], [-0.8, 0.2, 0.6], [1.1, 1.0, 0.8], [1.2, 0.1, -0.8], [-1.2, 1.0, -0.5], [-0.9, -1.1, 1.0], [1.3, -0.8, 0.1], [0.0, 0.1, 0.3], [0.6, 0.8, -0.4], [-0.7, -0.2, 0.6], [0.3, -0.6, -0.1], [0.1, -0.1, -0.1], [0.5, 0.1, 0.3], [-0.5, 0.1, -0.6], [0.0, 0.0, -0.1], [0.0, -0.1, -0.1], [0.0, 0.0, -0.1], [-0.1, -0.1, 0.1], [-0.3, -0.2, 0.2], [0.1, 0.1, 0.0], [0.1, 0.1, -0.1], [0.0, 0.1, 0.0], [-0.2, -0.1, 0.3], [-0.2, -0.8, -0.5], [0.1, 0.3, 0.8], [-0.1, 0.7, -0.3], [0.0, 0.1, -0.1], [-0.7, -0.2, -0.1], [0.7, -0.2, -0.1], [0.0, 0.0, -0.1], [0.1, 0.1, -0.1], [0.1, 0.0, -0.1], [0.0, 0.1, 0.1], [0.1, 0.3, 0.3], [0.0, -0.1, 0.0], [0.0, -0.2, -0.1], [0.0, -0.1, 0.0]],
  "lowdin_charge": [-0.08, -0.36, -0.06, -0.18, -0.15, -0.10, -0.26, 0.42, 0.10, -0.30, 0.05, 0.07, -0.09, -0.10, -0.07, -0.43, 0.09, 0.05, 0.06, -0.24, 0.08, 0.06, 0.07, 0.09, 0.12, 0.01, 0.05, 0.09, 0.11, 0.08, 0.12, 0.12, -0.01, -0.01, 0.13, 0.13, 0.13, 0.13, 0.13, -0.08, -0.26, -0.26, 0.60, -0.13, -0.29, -0.28, 0.07, 0.08, 0.09, 0.12, 0.12, 0.07, 0.07, 0.08, -0.08, -0.26, -0.26, 0.60, -0.12, -0.30, -0.28, 0.07, 0.08, 0.09, 0.12, 0.12, 0.08, 0.06, 0.08]
}

{
  "formula": "C20H34FN5O5PS",
  "method": "ωB97M-V/def2-TZVPD",
  "orbital_gap_ev": 7.173,
  "multiplicity": 1,
  "e_lumo_ev": -3.445,
  "relative_energy_kcal_mol": 304.45,
  "total_charge": 1,
  "symbols": ["C", "C", "C", "N", "C", "C", "C", "C", "C", "C", "C", "C", "C", "C", "P", "O", "O", "S", "N", "C", "C", "C", "C", "C", "C", "F", "O", "N", "O", "H", "H", "H", "H", "H", "H", "H", "H", "H", "H", "H", "H", "H", "H", "H", "H", "H", "H", "H", "H", "H", "H", "H", "H", "H", "H", "H", "H", "H", "H", "C", "O", "N", "N", "H", "H", "H", "H"],
  "coordinates": [[-0.201693, -2.525921, 3.972997], [0.322266, -2.258228, 2.573419], [-0.773749, -1.680912, 1.441778], [-0.559064, -2.356697, 0.123296], [-1.023025, -1.576446, -1.071446], [-2.644398, -1.524483, -1.075710], [-3.376794, -0.255014, -1.769117], [-4.944922, 0.002684, -1.299127], [-5.573621, -0.325934, 0.175802], [-7.138225, -0.022535, 0.623095], [-8.147328, 0.684976, -0.474255], [-7.529456, 1.029936, -1.964732], [-5.954575, 0.700592, -2.407569], [-0.226023, -0.124462, -1.026972], [1.514190, -0.402874, -1.663105], [2.544848, 0.982225, -1.886912], [2.467030, -1.654872, -0.931206], [1.323735, -1.011880, -3.557936], [-0.513808, 0.700305, 0.196448], [0.324561, 1.920666, 0.467796], [0.300160, 2.986114, -0.828501], [1.792390, 1.890871, 1.047200], [2.501639, 0.511856, 1.516626], [4.080177, 0.332100, 1.067991], [-0.959050, -0.076493, 1.455004], [-0.376305, 0.432458, 2.724065], [-2.431805, 0.163981, 1.685915], [-2.641154, 0.544966, 2.957782], [-3.656881, 0.029690, 3.425108], [0.478065, -2.448664, 4.935302], [-1.369921, -2.756222, 4.034146], [1.460869, -2.414867, 2.352674], [-1.796148, -2.154555, 1.849416], [0.355004, -2.829681, 0.011911], [-0.718588, -2.240439, -2.016392], [-3.148851, -1.678997, -0.004012], [-3.009122, -2.485731, -1.687584], [-3.438816, -0.482398, -2.939816], [-2.846556, 0.780970, -1.677880], [-4.881833, -0.804011, 1.017360], [-7.493590, -0.322690, 1.717403], [-9.252137, 0.925134, -0.143496], [-8.242266, 1.563398, -2.746694], [-5.578486, 0.979023, -3.503740], [-0.715582, 0.474575, -1.944527], [3.495097, 0.701170, -2.117874], [3.393599, -1.580859, -1.348637], [-1.447240, 1.178254, -0.065712], [-0.346293, 2.526518, 1.258809], [1.150714, 3.813428, -0.700713], [0.390830, 2.451590, -1.862210], [-0.717164, 3.570310, -0.810770], [1.851632, 2.620313, 1.995042], [2.536076, 2.414650, 0.271834], [1.802359, -0.370604, 1.210055], [2.517767, 0.505391, 2.711362], [4.749611, 1.232390, 1.473508], [4.247054, 0.190269, -0.080579], [4.491890, -0.654252, 1.587895], [7.480160, -0.144616, -0.889982], [6.376150, -0.539040, -0.549391], [8.617487, -0.767600, -0.532015], [7.658354, 0.948404, -1.653650], [9.535618, -0.457979, -0.802638], [8.527956, -1.594958, 0.043145], [6.827766, 1.446998, -1.945054], [8.559412, 1.288712, -1.944228]],
  "forces_ev_per_angstrom": [[0.8, 1.0, -4.6], [-1.9, -0.1, 4.2], [0.1, -3.4, 1.5], [-0.1, 1.4, -0.2], [0.4, -1.5, 0.5], [-1.7, -0.5, 0.2], [-1.3, 0.0, -1.1], [-4.0, 1.0, 0.5], [-1.8, 1.2, -1.7], [1.5, 1.1, -4.2], [4.6, -1.2, -0.5], [2.0, -1.3, 2.3], [-1.7, -0.8, 4.0], [-1.3, -0.3, -2.6], [4.1, -1.6, -4.6], [-0.4, -1.9, 1.6], [-0.4, 2.8, -0.5], [-0.6, 0.4, 1.6], [-2.4, 0.4, 0.7], [0.1, 4.9, 0.8], [-0.6, 0.2, 0.0], [2.6, 0.8, 0.7], [0.1, 0.0, 1.2], [-0.1, -0.5, 0.5], [-0.4, -0.7, 4.0], [-0.2, -0.9, -4.3], [2.3, -1.1, -3.0], [-4.2, -0.9, 4.4], [3.6, 1.9, -2.4], [-1.4, -0.8, -2.3], [2.7, 1.1, 0.2], [-2.3, 0.9, 0.3], [2.0, 1.7, -0.7], [-0.7, 0.8, 0.1], [-0.3, 2.2, 2.0], [1.6, 0.4, -2.2], [1.0, 2.1, 1.4], [0.2, 0.7, 2.5], [-0.6, -1.8, 0.1], [-1.7, 1.1, -2.1], [0.9, 0.8, -2.7], [2.5, -0.5, -1.0], [1.8, -1.3, 1.8], [-1.0, -0.7, 2.7], [1.5, -1.1, 2.0], [-2.1, 0.2, 0.5], [-1.8, -0.2, 0.8], [1.3, -0.9, 0.4], [1.5, -1.7, -1.6], [-1.9, -2.2, -0.2], [0.1, 1.1, 1.9], [1.8, -1.2, -0.1], [-0.5, -1.6, -2.2], [-1.9, -1.3, 1.5], [1.6, 1.2, 0.4], [-0.2, -0.1, -2.7], [-1.6, -1.9, -1.0], [-0.4, 0.5, 2.5], [-0.9, 2.1, -1.2], [0.1, -0.2, 0.0], [-0.5, -0.2, -0.1], [0.6, -0.9, 0.6], [-0.4, 1.1, -0.7], [-0.2, -0.1, 0.1], [0.1, 0.3, -0.2], [0.4, -0.1, 0.1], [-0.2, -0.1, 0.0]],
  "lowdin_charge": [0.03, -0.08, -0.20, -0.02, -0.27, -0.13, -0.18, -0.15, -0.04, -0.05, -0.06, -0.06, -0.03, -0.29, 0.45, -0.31, -0.29, 0.29, 0.01, -0.28, -0.04, -0.18, -0.24, -0.13, -0.19, 0.00, -0.07, -0.01, 0.08, 0.09, 0.09, 0.11, 0.17, 0.12, 0.15, 0.11, 0.16, 0.14, 0.10, 0.06, 0.10, 0.09, 0.09, 0.10, 0.15, 0.10, 0.10, 0.19, 0.18, 0.12, 0.08, 0.10, 0.15, 0.12, 0.06, 0.13, 0.11, 0.02, 0.10, -0.70, 0.00, 0.16, 0.16, 0.11, 0.12, 0.11, 0.11]
}

- What is the multiplicity in the first record?
  5

- Look up the multiplicity of the second one.
  1